(1)
Molecular formula: C37H62BrN2O11
Method: DFT, ωB97M-V/def2-TZVPD

Geometry as XYZ:
```
113
Properties=species:S:1:pos:R:3:lowdin_charge:R:1
Br 4.88 -0.42 2.19 0.744
O 1.95 2.94 -5.23 0.077
O -1.01 -0.92 5.18 -0.213
O -3.10 3.29 -3.99 -0.015
O 4.34 1.98 -1.34 -0.054
O 3.76 4.05 -5.82 -0.002
O -3.14 5.33 -3.14 0.097
O 7.05 -0.71 0.59 0.061
O -6.39 -8.59 4.69 0.100
O -2.20 -7.14 2.57 0.096
O -1.46 -5.52 3.87 -0.018
O -6.50 -7.28 2.92 -0.008
N 3.77 -1.35 -0.60 -0.065
N 1.69 -1.51 -0.10 -0.086
C 3.73 4.02 -0.12 -0.096
C -8.05 -9.18 3.11 0.012
C 2.75 5.06 0.25 -0.008
C -0.34 -0.10 6.17 -0.112
C 5.20 4.09 0.42 -0.340
C 3.15 -0.24 -1.21 -0.049
C -2.91 2.24 -6.18 -0.062
C 1.73 -0.35 -0.88 0.089
C -8.20 -6.27 1.50 -0.066
C -0.90 -1.29 2.69 -0.133
C 2.87 -2.17 0.09 0.000
C 3.33 2.89 -1.01 -0.166
C -3.51 4.58 -4.01 -0.524
C -6.90 -8.35 3.63 -0.527
C 0.96 3.90 -1.09 -0.222
C 2.47 4.00 -5.48 -0.531
C -0.67 -0.31 3.92 -0.234
C -6.88 -7.02 1.56 -0.232
C 1.35 5.04 -0.24 -0.026
C -1.55 -4.69 5.04 -0.234
C 0.45 -2.06 0.53 -0.083
C -3.63 2.27 -4.84 -0.231
C 1.70 5.29 -5.32 0.018
C 4.92 6.11 -5.22 -0.063
C -2.21 -6.62 3.65 -0.526
C 3.85 0.87 -2.10 -0.102
C -0.67 -5.22 6.15 -0.060
C 5.56 5.52 1.02 -0.108
C -0.53 3.85 -1.59 -0.063
C 1.94 2.86 -1.46 0.003
C 4.41 5.23 -6.34 -0.227
C 5.19 -1.73 -0.63 -0.051
C 5.42 3.06 1.63 -0.094
C -4.33 5.07 -5.17 0.014
C 0.52 -1.62 2.07 -0.165
C 5.90 -0.97 0.58 -0.694
C -2.97 -7.22 4.80 0.021
H 5.71 2.07 1.18 0.017
H -2.59 -4.57 5.35 0.119
H 5.72 -1.43 -1.57 0.146
H 4.76 0.36 -2.52 0.138
H 3.21 1.15 -2.98 0.138
H 5.37 -2.82 -0.47 0.152
H 1.13 -2.35 2.68 0.126
H 6.62 5.56 1.39 0.083
H -5.00 4.31 -5.58 0.072
H -8.14 -5.35 2.07 0.084
H 3.09 -3.10 0.66 0.187
H 4.10 6.48 -4.60 0.069
H 3.76 5.76 -7.03 0.115
H -0.99 -6.22 6.47 0.070
H 0.65 5.09 -5.55 0.089
H 0.46 -3.18 0.42 0.137
H -0.71 2.93 -2.20 0.070
H -9.02 -6.86 1.92 0.068
H 0.36 -5.31 5.81 0.082
H 5.32 6.34 0.30 0.082
H 4.90 5.69 1.92 0.080
H 1.12 -0.66 2.06 0.109
H 5.26 4.87 -6.92 0.124
H -1.84 2.10 -6.02 0.082
H -8.98 -8.78 3.51 0.098
H 6.23 3.41 2.31 0.081
H 5.46 6.97 -5.62 0.085
H 4.46 3.04 2.20 0.086
H 0.90 0.31 -1.16 0.142
H 0.67 5.87 0.05 0.110
H -8.10 -9.22 2.02 0.071
H 1.58 2.05 -2.14 0.081
H -0.79 4.75 -2.20 0.072
H 0.43 -0.04 3.98 0.109
H 0.78 -0.21 6.11 0.098
H -3.67 5.45 -5.94 0.097
H -3.04 3.17 -6.73 0.069
H -1.20 -3.70 4.74 0.092
H -1.38 -2.23 3.04 0.110
H 1.78 5.62 -4.29 0.096
H -7.92 -10.20 3.46 0.094
H -8.45 -6.03 0.46 0.082
H -3.86 -7.71 4.40 0.074
H 2.02 6.07 -6.00 0.074
H -2.34 -7.96 5.30 0.101
H -4.98 5.87 -4.81 0.095
H -1.50 -0.71 1.93 0.115
H 3.03 5.94 0.89 0.099
H -3.47 1.33 -4.32 0.120
H -6.09 -6.40 1.14 0.122
H -0.71 -4.55 7.01 0.083
H 5.96 3.90 -0.39 0.137
H -0.63 0.98 5.99 0.097
H -4.71 2.38 -4.96 0.115
H -3.33 -6.48 5.52 0.077
H 5.58 5.55 -4.56 0.083
H -1.24 0.65 3.81 0.131
H -3.28 1.42 -6.79 0.084
H -0.69 -0.34 7.21 0.096
H -1.23 3.85 -0.70 0.090
H -6.89 -7.94 0.98 0.115
H -0.47 -1.63 0.04 0.136
```

Values from the calculation:
Maximum force (Eh/bohr): 0.087
Charge: +1
Spin multiplicity: 1
Gap between HOMO and LUMO (eV): 7.48

***

(2)
Molecular formula: C6H14O
Method: DFT, ωB97M-V/def2-TZVPD

Geometry as XYZ:
```
21
Properties=species:S:1:pos:R:3:lowdin_charge:R:1
O -1.62 -2.00 0.25 -0.245
C -1.10 0.27 0.54 -0.186
C -2.14 -0.65 -0.09 -0.181
C -0.22 1.17 -0.34 -0.226
C 1.17 1.31 0.29 -0.287
C -0.85 -2.66 -0.73 -0.122
C 2.14 2.13 -0.55 -0.123
H 3.12 2.20 -0.06 0.068
H -3.12 -0.59 0.38 0.116
H -1.46 0.81 1.43 0.119
H -0.56 -0.63 0.88 0.114
H -0.65 2.17 -0.51 0.114
H -2.23 -0.55 -1.18 0.118
H 1.57 0.30 0.45 0.107
H -0.12 0.72 -1.34 0.107
H 1.77 3.15 -0.71 0.071
H -0.11 -3.34 -0.26 0.090
H -0.28 -1.98 -1.38 0.083
H 1.06 1.75 1.29 0.111
H -1.51 -3.27 -1.36 0.081
H 2.29 1.67 -1.53 0.071
```

Values from the calculation:
Maximum force (Eh/bohr): 0.038
SMILES: CCCCCOC
Spin multiplicity: 1
Energy above the lowest of the compared OMol25 structures with the same formula, charge and spin (eV): 1.588
Gap between HOMO and LUMO (eV): 10.70

***

(3)
Molecular formula: C6H16N2O2
Method: DFT, ωB97M-V/def2-TZVPD

Geometry as XYZ:
```
26
Properties=species:S:1:pos:R:3:lowdin_charge:R:1
O 2.21 -1.98 -0.52 -0.015
O -0.79 0.50 1.87 -0.274
N 0.27 1.21 -0.68 0.051
N -2.08 -0.27 -0.28 0.091
C 1.69 -0.77 -0.03 -0.306
C -3.04 -0.60 1.94 -0.069
C 2.62 0.41 -0.05 -0.019
C 1.65 0.18 -2.45 -0.028
C 1.42 0.37 -0.97 -0.507
C -2.39 0.26 0.93 -0.310
H 0.45 2.16 -0.98 0.094
H 1.03 -0.87 0.83 0.127
H 2.46 -0.52 -2.62 0.079
H 0.09 1.21 0.33 0.048
H -3.40 -1.54 1.54 0.078
H 1.50 -2.47 -0.96 0.094
H -2.73 1.29 0.86 0.132
H -2.09 -0.74 2.58 0.100
H 3.60 0.25 -0.48 0.110
H -0.75 0.98 2.70 0.017
H 0.74 -0.21 -2.92 0.078
H 2.60 1.07 0.81 0.104
H -1.37 0.28 -0.81 0.069
H -3.78 -0.08 2.53 0.076
H 1.90 1.13 -2.92 0.080
H -1.78 -1.24 -0.24 0.102
```

Values from the calculation:
Maximum force (Eh/bohr): 0.038
Spin multiplicity: 1
Energy above the lowest of the compared OMol25 structures with the same formula, charge and spin (eV): 3.656
Gap between HOMO and LUMO (eV): 9.47

***

(4)
Molecular formula: C10H14Cl2N
Method: DFT, ωB97M-V/def2-TZVPD

Geometry as XYZ:
```
27
Properties=species:S:1:pos:R:3:lowdin_charge:R:1
Cl 2.42 -3.12 -0.50 0.527
Cl 0.25 -3.38 -2.45 0.535
N -0.79 1.66 -0.82 0.157
C -0.16 -0.63 -0.21 -0.146
C 1.39 0.66 2.06 -0.004
C -0.10 3.61 0.26 -0.011
C 1.57 -4.21 -1.61 -0.983
C -0.80 2.99 -0.72 -0.032
C 0.60 2.83 1.18 0.041
C -0.13 0.86 0.02 -0.150
C 0.58 1.46 1.04 -0.163
C -2.75 -0.73 -0.17 -0.001
C -1.51 -1.28 0.06 -0.124
H -3.25 0.01 0.46 0.070
H -0.07 4.69 0.35 0.132
H -1.31 1.26 -1.60 0.185
H 0.15 -0.85 -1.24 0.097
H 2.23 1.28 2.38 0.093
H 1.16 3.31 1.98 0.139
H -1.47 -2.30 0.45 0.113
H 1.16 -5.04 -1.05 0.032
H 0.57 -1.12 0.43 0.063
H 1.83 -0.21 1.57 0.074
H -1.34 3.58 -1.45 0.150
H 0.80 0.36 2.93 0.106
H 2.28 -4.57 -2.35 0.032
H -3.34 -1.12 -1.02 0.068
```

Values from the calculation:
Maximum force (Eh/bohr): 0.044
Charge: +1
Spin multiplicity: 1
Energy above the lowest of the compared OMol25 structures with the same formula, charge and spin (eV): 0.000
Gap between HOMO and LUMO (eV): 7.17

***

(5)
Molecular formula: C17H18N2O4S
Method: DFT, ωB97M-V/def2-TZVPD

Geometry as XYZ:
```
42
Properties=species:S:1:pos:R:3:lowdin_charge:R:1
S -3.47 0.45 0.56 0.966
O -1.53 -3.22 -0.33 0.106
O 0.47 -2.95 -1.21 0.138
O 0.65 0.08 1.88 0.025
O 2.60 -1.56 -0.57 0.075
N 3.17 -0.10 1.06 0.099
N -0.67 0.05 2.16 0.133
C -2.69 -1.04 1.34 -0.343
C -1.64 1.98 -0.83 -0.254
C -1.04 3.21 1.27 -0.089
C -2.28 0.74 -0.74 -0.471
C -0.24 -1.47 0.55 0.020
C 4.81 1.47 0.20 -0.163
C -0.49 -2.62 -0.37 -0.503
C 2.30 -0.87 0.39 -0.374
C -0.63 2.11 -1.78 -0.038
C 0.92 -0.81 0.91 -0.080
C -0.29 1.06 -2.62 -0.073
C -1.98 3.13 0.06 -0.228
C 4.55 0.06 0.65 -0.168
C -1.99 -0.28 -1.62 -0.106
C -0.99 -0.13 -2.56 -0.075
C 5.23 1.79 -1.01 0.021
C -1.23 -0.85 1.39 -0.284
H -1.90 4.06 -0.51 0.112
H -1.27 4.08 1.87 0.071
H 1.32 -2.44 -1.09 0.074
H -0.10 3.05 -1.86 0.115
H 5.43 1.04 -1.75 0.063
H -3.12 -1.07 2.34 0.086
H -1.16 2.32 1.89 0.043
H -0.01 3.27 0.94 0.073
H -2.95 -1.93 0.78 0.071
H -0.75 -0.94 -3.23 0.112
H -3.01 3.03 0.41 0.078
H 5.41 2.81 -1.30 0.055
H 0.51 1.19 -3.34 0.103
H -2.55 -1.21 -1.57 0.112
H 4.73 -0.64 -0.16 0.121
H 2.83 0.47 1.82 0.150
H 5.20 -0.18 1.50 0.128
H 4.61 2.24 0.94 0.099
```

Values from the calculation:
Maximum force (Eh/bohr): 0.027
SMILES: C=CCNC(=O)c1onc(CSc2ccccc2CC)c1C(=O)O
Spin multiplicity: 1
Energy above the lowest of the compared OMol25 structures with the same formula, charge and spin (eV): 2.282
Gap between HOMO and LUMO (eV): 8.09

***

(6)
Molecular formula: C13H27N2O2
Method: DFT, ωB97M-V/def2-TZVPD

Geometry as XYZ:
```
44
Properties=species:S:1:pos:R:3:lowdin_charge:R:1
O 1.99 1.68 -0.18 -0.028
O -2.06 -2.43 -0.01 -0.176
N -1.47 1.03 -2.52 -0.107
N 1.58 0.71 0.54 -0.116
C 2.77 -0.61 -1.17 -0.032
C -0.90 0.61 0.44 -0.047
C 0.32 2.45 1.68 -0.036
C -2.69 -2.17 1.23 -0.102
C 0.33 0.97 1.32 -0.460
C 2.63 -1.46 1.12 -0.028
C -1.91 -1.32 -0.88 -0.169
C -1.15 2.43 -2.77 -0.129
C 0.51 -1.38 -0.26 -0.055
C 0.31 0.17 2.62 -0.032
C 1.86 -0.68 0.05 -0.458
C -0.35 0.24 -2.00 -0.185
C -0.65 -0.45 -0.65 -0.366
H 0.20 -0.90 2.46 0.060
H 2.09 -1.55 2.06 0.060
H -1.27 1.52 -0.03 0.115
H 0.22 3.08 0.80 0.076
H 2.83 -2.47 0.75 0.091
H 1.24 2.72 2.19 0.094
H -0.55 0.49 3.21 0.091
H -1.99 -1.79 1.98 0.072
H 0.69 -2.11 -1.06 0.140
H -0.67 2.93 -1.92 0.071
H -1.89 -1.73 -1.89 0.138
H -0.52 2.65 2.35 0.091
H 3.61 0.05 -0.99 0.087
H -3.51 -1.45 1.11 0.092
H -2.81 -0.69 -0.79 0.124
H -3.10 -3.11 1.59 0.090
H 3.15 -1.62 -1.37 0.091
H -0.47 2.50 -3.62 0.080
H -0.08 -0.54 -2.72 0.124
H -1.69 0.27 1.11 0.108
H -2.28 0.97 -1.91 0.081
H 0.20 -1.97 0.60 0.112
H 2.25 -0.27 -2.06 0.071
H 0.51 0.90 -1.89 0.100
H -2.06 2.97 -3.03 0.077
H 1.21 0.35 3.20 0.095
H 3.59 -0.98 1.31 0.094
```

Values from the calculation:
Maximum force (Eh/bohr): 0.006
Spin multiplicity: 2
Energy above the lowest of the compared OMol25 structures with the same formula, charge and spin (eV): 0.839
Gap between HOMO and LUMO (alpha / beta) (eV): 8.63 / 9.41